[1]
{
  "formula": "C3H5ClO",
  "method": "wB97M-V/def2-TZVPD",
  "symbols": ["H", "C", "Cl", "H", "H", "H", "C", "H", "C", "O"],
  "xyz": [[-0.257, -2.320, 0.351], [-1.083, -0.060, 0.026], [-2.738, 0.232, 0.031], [0.718, -0.270, -1.118], [0.605, -0.182, 1.463], [-0.338, 1.338, 1.529], [0.055, 0.511, -0.731], [0.046, 1.444, -1.434], [-0.046, 0.491, 0.879], [-1.015, -2.027, -0.019]],
  "forces_ev_per_angstrom": [[4.17, -1.00, 2.09], [0.84, -4.25, -0.32], [-0.10, 0.22, -0.13], [-0.22, 0.36, 0.25], [-0.29, 0.22, -0.78], [0.21, -0.11, -0.96], [0.09, 0.93, -0.02], [-0.41, -1.68, 1.83], [0.30, 0.26, 0.24], [-4.58, 5.05, -2.20]],
  "max_force_ha_per_bohr": 0.139,
  "lumo_ha": 0.016,
  "homo_lumo_gap_ha": 0.38712,
  "de_lowest_kcal_mol": 83.7
}


[2]
{
  "formula": "C30H26N2O3Rh",
  "method": "wB97M-V/def2-TZVPD",
  "symbols": ["C", "H", "N", "C", "C", "H", "O", "H", "H", "O", "H", "H", "C", "H", "C", "C", "C", "H", "H", "C", "C", "C", "H", "C", "C", "C", "H", "H", "C", "H", "O", "C", "C", "C", "C", "H", "C", "C", "H", "H", "C", "N", "C", "Rh", "C", "H", "C", "H", "H", "H", "H", "H", "C", "C", "C", "C", "H", "H", "H", "C", "C", "H"],
  "xyz": [[2.275, -0.570, 0.570], [-0.503, -2.246, -0.664], [1.134, -0.995, 1.160], [2.479, 3.485, -0.248], [-0.899, -1.466, -1.304], [-1.825, -1.248, 5.504], [-0.110, 0.588, 3.267], [-0.342, -0.344, 5.878], [-2.426, 4.021, -0.456], [-3.146, -1.212, 3.453], [-3.559, -3.435, -5.509], [1.768, -4.277, 1.247], [0.968, -2.287, 1.371], [4.449, 3.156, -1.014], [-1.778, 3.352, -1.007], [-2.278, -1.123, -3.394], [-2.966, -1.651, -4.473], [5.306, -1.572, -0.631], [0.603, -0.036, 3.453], [-1.618, -1.963, -2.498], [-1.749, 1.987, -0.698], [-3.008, -3.024, -4.673], [5.512, 0.835, -1.072], [-0.207, 2.959, -2.796], [-0.767, -0.213, -0.918], [2.384, 0.823, 0.278], [-1.153, -3.998, -2.016], [0.039, -2.581, 1.846], [-1.998, 1.387, 4.535], [-1.035, 4.886, -2.294], [-2.119, -0.204, 1.751], [-0.143, 1.618, -2.485], [3.307, -1.436, 0.215], [-2.264, -0.518, 3.018], [1.351, 2.876, 0.316], [-1.403, 1.864, 5.315], [4.613, 0.429, -0.625], [3.567, 2.715, -0.566], [-0.326, -1.656, 4.674], [0.500, 0.942, -3.036], [3.537, 1.330, -0.308], [1.315, 1.587, 0.581], [-1.663, -3.339, -2.710], [-0.404, 0.445, 0.952], [-1.007, 3.834, -2.044], [-2.162, 2.109, 3.734], [-0.919, 1.121, -1.429], [3.890, -3.514, 0.193], [0.365, 3.344, -3.631], [-2.447, 1.570, 0.030], [-2.961, 1.095, 4.951], [-3.481, -0.993, -5.160], [-1.290, 0.158, 3.999], [1.945, -3.232, 1.037], [3.114, -2.807, 0.462], [4.500, -0.893, -0.382], [-2.260, -0.052, -3.241], [-2.382, -4.940, -3.942], [2.476, 4.551, -0.427], [-2.352, -3.869, -3.791], [-0.915, -0.827, 5.084], [0.469, 3.451, 0.568]],
  "forces_ev_per_angstrom": [[0.13, 0.00, -0.09], [-0.23, -0.04, 0.11], [-0.93, 0.05, -0.38], [0.03, 0.00, 0.12], [-0.21, -0.24, -0.35], [0.02, -0.01, 0.00], [0.09, 0.42, 0.16], [0.01, 0.01, -0.04], [0.00, -0.03, 0.02], [-0.22, -0.10, -0.09], [0.02, 0.02, 0.00], [-0.03, 0.01, -0.01], [0.00, -0.15, 0.37], [-0.03, 0.00, 0.00], [0.03, 0.00, 0.05], [0.01, 0.03, -0.01], [-0.01, 0.04, 0.01], [-0.02, 0.00, 0.00], [-0.08, 0.10, 0.03], [0.28, 0.07, 0.01], [-0.15, -0.02, 0.20], [-0.01, -0.05, -0.02], [-0.02, -0.01, 0.01], [0.02, -0.02, 0.07], [0.31, 0.52, 0.84], [0.14, -0.07, 0.07], [-0.03, -0.01, -0.01], [-0.06, -0.01, -0.12], [0.18, 0.21, 0.10], [-0.02, -0.02, -0.04], [-0.14, -0.80, -0.71], [0.16, 0.28, 0.01], [0.20, -0.05, 0.04], [0.25, 0.13, -0.20], [0.09, 0.20, 0.20], [0.01, -0.01, -0.02], [-0.05, 0.05, 0.00], [0.05, -0.05, -0.02], [-0.04, 0.00, 0.01], [-0.06, 0.00, -0.03], [0.25, 0.07, -0.03], [-0.47, -0.46, -0.95], [0.03, -0.07, -0.05], [1.31, 0.32, 1.00], [0.01, -0.02, -0.05], [-0.05, -0.03, 0.00], [-0.62, -0.13, -0.21], [-0.02, 0.00, 0.00], [0.01, 0.01, 0.02], [-0.04, 0.02, -0.07], [0.00, 0.01, -0.02], [0.01, 0.02, 0.02], [-0.24, -0.29, -0.17], [-0.04, 0.03, 0.12], [0.10, 0.03, -0.03], [-0.08, -0.03, 0.02], [-0.07, -0.01, -0.03], [0.00, 0.01, 0.01], [-0.03, -0.01, 0.00], [0.03, 0.02, 0.06], [0.21, 0.10, 0.14], [-0.02, -0.03, -0.08]],
  "charge": 1,
  "max_force_ha_per_bohr": 0.033,
  "lumo_ha": -0.147,
  "homo_lumo_gap_ha": 0.24457,
  "de_lowest_kcal_mol": 16.3
}


[3]
{
  "formula": "C5H6INO",
  "method": "wB97M-V/def2-TZVPD",
  "symbols": ["C", "C", "O", "H", "I", "H", "H", "C", "H", "H", "H", "N", "C", "C"],
  "xyz": [[-0.673, 1.617, 0.042], [-0.157, 0.380, 0.079], [0.257, 2.607, 0.039], [-1.878, -0.820, 0.225], [4.167, -0.074, 0.037], [-0.904, -1.310, -0.876], [1.768, -1.180, -0.164], [1.447, 2.002, -0.093], [-0.433, -1.540, 0.856], [2.394, 2.601, -0.060], [-1.730, 2.036, 0.064], [2.225, -0.356, -0.488], [-0.881, -0.907, 0.041], [1.289, 0.639, -0.130]],
  "forces_ev_per_angstrom": [[-2.68, 0.91, 0.87], [0.69, 1.35, -1.31], [0.66, 0.07, -0.27], [-2.81, 0.71, 1.14], [5.20, 0.50, 0.94], [0.82, -1.97, -3.38], [-0.04, -1.68, -0.46], [1.76, 0.60, 0.19], [-0.53, 0.00, -1.10], [-1.41, -0.57, -0.24], [1.61, -0.95, 0.07], [-5.84, 2.11, 1.03], [2.72, 0.56, 3.60], [-0.13, -1.64, -1.08]],
  "max_force_ha_per_bohr": 0.122,
  "lumo_ha": [0.025, -0.085],
  "homo_lumo_gap_ha": [0.23717, 0.22731],
  "multiplicity": 3,
  "s_squared": 2.022,
  "de_lowest_kcal_mol": 0.0
}